(P)
This record from OMol25 describes C4H8N2OS in the gas phase. The level of theory is ωB97M-V/def2-TZVPD.

Output
SMILES string ... NN(C=S)C1COC1
Kohn-Sham gap ... 0.33144 Eh
HOMO ... -8.628 eV
Lowest unoccupied orbital energy ... 0.0144 Eh

```
! wB97M-V def2-TZVPD RIJCOSX def2/J DEFGRID3
* xyz 0 1
N -0.9225 1.7690 -0.0487
N -0.8264 0.4042 0.0993
C -1.7238 -0.6427 -0.0106
S -3.3837 -0.6241 -0.2472
C 0.4976 0.0548 0.5478
C 1.7032 0.5196 -0.3268
O 2.0627 -0.9207 -0.6641
C 1.0061 -1.3808 0.1840
H -0.9823 1.8514 -1.2239
H -2.0966 2.0321 0.1608
H -1.3849 -1.5589 0.2533
H 0.4622 0.4997 1.5761
H 2.6657 0.9121 0.2936
H 1.4038 1.0809 -1.1421
H 0.1264 -1.8329 -0.4389
H 1.3924 -2.1636 0.9876
*
```

(Q)
This record from OMol25 describes C4H8N2OS in the gas phase. The level of theory is ωB97M-V/def2-TZVPD.

Output
SMILES string ... C[C@H]1COC(NS)=N1
Kohn-Sham gap ... 0.36942 Eh
HOMO ... -9.239 eV
Lowest unoccupied orbital energy ... 0.0299 Eh

```
! wB97M-V def2-TZVPD RIJCOSX def2/J DEFGRID3
* xyz 0 1
C -0.3604 -0.3588 2.0927
C 0.0981 0.6513 1.1413
C 1.3377 0.1576 0.3678
O 0.8003 -0.3184 -0.8469
C -0.3892 0.3342 -0.9480
N -1.1664 0.0352 -2.1325
S -0.2217 -0.1070 -3.5729
N -0.8157 1.1006 -0.0060
H 0.4831 -0.8345 2.7367
H -1.1207 0.0187 2.7570
H -0.6897 -1.2180 1.5434
H 0.4424 1.5369 1.6477
H 1.9959 -0.7307 0.9552
H 2.1056 0.8986 0.0975
H -2.2375 0.2615 -2.0806
H -0.2617 -1.4273 -3.7524
*
```

Here is how they stack up, most stable first: (Q), (P).

(P)
This record from OMol25 describes H3PS2 in the gas phase. The level of theory is ωB97M-V/def2-TZVPD.

Output
SMILES string ... PSS
Kohn-Sham gap ... 0.36181 Eh
HOMO ... -9.375 eV
Lowest unoccupied orbital energy ... 0.0173 Eh

```
! wB97M-V def2-TZVPD RIJCOSX def2/J DEFGRID3
* xyz 0 1
P -0.6565 -0.6763 -0.3064
S 0.5538 0.6611 0.8736
S 2.3835 0.3964 0.0865
H -1.5490 0.1907 -0.4838
H -1.4392 -1.0120 0.7568
H 2.3363 1.5668 -0.9897
*
```

(Q)
This record from OMol25 describes a molecular structure, H3PS2. The level of theory is ωB97M-V/def2-TZVPD.

Output
Kohn-Sham gap (spin up / spin down) ... 0.26789 / 0.25579 Eh
HOMO (spin up / spin down) ... -9.136 / -8.998 eV
Lowest unoccupied orbital energy (spin up / spin down) ... -0.0679 / -0.0749 Eh

```
! wB97M-V def2-TZVPD RIJCOSX def2/J DEFGRID3
* xyz 0 1
P 1.3498 -2.4953 0.0275
S 0.8564 0.9510 0.1311
S 2.0685 -0.5608 0.2735
H -0.0335 -2.4110 0.4754
H -1.7535 2.1775 -0.2873
H -2.4876 2.3386 -0.6202
*
```

(R)
This record from OMol25 describes 2 unconnected molecules or ions with the total composition H3PS2. The level of theory is ωB97M-V/def2-TZVPD.

Output
Kohn-Sham gap (spin up / spin down) ... 0.25725 / 0.32799 Eh
HOMO (spin up / spin down) ... -7.433 / -9.718 eV
Lowest unoccupied orbital energy (spin up / spin down) ... -0.0159 / -0.0291 Eh

```
! wB97M-V def2-TZVPD RIJCOSX def2/J DEFGRID3
* xyz 0 1
P -0.3402 0.2061 0.1463
S 0.5063 -0.2831 -1.6672
S -1.2375 -1.6732 0.5977
H 1.7720 1.8631 1.4885
H 0.8689 0.9151 -2.3526
H -1.5694 -1.0281 1.7872
*
```

Here is how they stack up, most stable first: (P), (Q), (R).

(P)
This record from OMol25 describes a gas-phase ion, C4H8NO2 (charge +1). The level of theory is ωB97M-V/def2-TZVPD.

Output
SMILES string ... C=CC[NH+]=C(O)O
Kohn-Sham gap ... 0.36407 Eh
HOMO ... -13.925 eV
Lowest unoccupied orbital energy ... -0.1477 Eh

```
! wB97M-V def2-TZVPD RIJCOSX def2/J DEFGRID3
* xyz 1 1
C 1.5531 -1.6179 0.7268
C 0.3676 -1.4609 1.2452
C -0.8218 -0.5922 0.7526
N -0.2742 0.7090 0.3064
C -0.4485 1.3264 -0.8521
O 0.4801 2.1667 -1.1314
O -1.3429 0.9574 -1.6392
H 2.1862 -2.2952 1.0462
H 1.8107 -1.1413 -0.2399
H 0.0248 -1.9469 2.1709
H -1.1599 -1.1033 -0.1116
H -1.6727 -0.4431 1.3467
H 0.3216 1.2599 0.8343
H 0.3617 2.7955 -1.9297
H -1.3859 1.3860 -2.5253
*
```

(Q)
This record from OMol25 describes a gas-phase ion, C4H8NO2 (charge +1). The level of theory is ωB97M-V/def2-TZVPD.

Output
Kohn-Sham gap ... 0.28965 Eh
HOMO ... -13.171 eV
Lowest unoccupied orbital energy ... -0.1944 Eh

```
! wB97M-V def2-TZVPD RIJCOSX def2/J DEFGRID3
* xyz 1 1
C -2.0602 -0.7880 0.0563
C -0.8282 -0.0181 0.0483
C 0.3003 -0.7331 -0.0096
C 1.7104 -0.1826 -0.0448
N -0.9068 1.3955 -0.0723
O -3.2809 -0.3629 -0.0546
O 0.2134 -2.0338 -0.0630
H -1.8374 -1.8595 -0.0489
H 2.6799 -0.8630 0.1984
H 1.8454 0.6790 0.4858
H 1.8208 0.3029 -1.0907
H -1.7970 1.9219 0.3622
H -0.0375 1.8691 -0.0247
H -3.3980 0.6214 -0.2341
H 1.0988 -2.4268 -0.0914
*
```

(R)
This record from OMol25 describes a gas-phase ion, C4H8NO2 (charge +1). The level of theory is ωB97M-V/def2-TZVPD.

Output
SMILES string ... C=[NH+]C/C(O)=C\O
Kohn-Sham gap ... 0.28584 Eh
HOMO ... -12.798 eV
Lowest unoccupied orbital energy ... -0.1845 Eh

```
! wB97M-V def2-TZVPD RIJCOSX def2/J DEFGRID3
* xyz 1 1
C -2.5573 0.3743 -0.2116
N -1.2917 0.4118 -0.3417
C -0.2989 0.4231 0.7085
C 0.7779 -0.5237 0.1122
O 0.1293 -1.7258 -0.0994
C 1.9939 -0.1712 -0.2722
O 2.3501 1.1007 -0.1530
H -3.3224 0.1122 -0.9009
H -2.9164 0.6472 0.7384
H -1.0393 0.1225 -1.3117
H -0.6362 -0.1242 1.5185
H 0.2026 1.4700 0.7996
H 0.7022 -2.4443 -0.1327
H 2.6356 -0.8015 -0.6819
H 3.2710 1.1289 0.2281
*
```

(S)
This record from OMol25 describes 2 unconnected molecules or ions with the total composition C4H8NO2. The level of theory is ωB97M-V/def2-TZVPD.

Output
Kohn-Sham gap ... 0.37643 Eh
HOMO ... -15.805 eV
Lowest unoccupied orbital energy ... -0.2044 Eh

```
! wB97M-V def2-TZVPD RIJCOSX def2/J DEFGRID3
* xyz 1 1
C 2.4464 0.1573 -0.0983
C 1.3551 -0.3448 -0.9166
C -0.4826 0.9017 1.0243
C -1.5518 -0.6937 -0.5644
N -0.3555 -0.3570 0.2978
O 3.2025 -0.0266 0.7543
O 1.7975 1.0458 -0.8800
H 0.7052 -0.8153 -1.6624
H -0.4187 1.6741 0.3174
H -1.4647 0.8076 1.3904
H 0.2317 1.0495 1.9155
H -1.8219 -1.7866 -0.4275
H -2.2477 0.0510 -0.3936
H -1.3641 -0.5145 -1.5806
H -0.0314 -1.1486 0.8237
*
```

Here is how they stack up, most stable first: (P), (Q), (R), (S).

(P)
This record from OMol25 describes C13H21N5O4 in the gas phase. The level of theory is ωB97M-V/def2-TZVPD.

Output
SMILES string ... CNC(=O)[C@H](NC(=O)[C@@H](Cc1c[nH]cn1)NC(C)=O)[C@@H](C)O
Kohn-Sham gap ... 0.34286 Eh
HOMO ... -8.898 eV
Lowest unoccupied orbital energy ... 0.0159 Eh

```
! wB97M-V def2-TZVPD RIJCOSX def2/J DEFGRID3
* xyz 0 1
C -3.0856 -3.6403 0.9129
N -2.3254 -2.4693 0.6222
C -2.7801 -1.2656 0.2048
O -3.9802 -1.0261 0.0010
C -1.7645 -0.1699 -0.0581
N -0.3991 -0.2891 0.4117
C 0.4722 -1.0887 -0.0386
O 0.1643 -2.1076 -0.7310
C 2.0113 -0.8564 0.2452
C 2.8518 -1.0095 -1.1502
C 2.3337 -0.1038 -2.2639
C 1.6303 -0.4552 -3.3643
N 1.2782 0.6881 -4.0630
C 1.9229 1.6570 -3.4284
N 2.4241 1.1964 -2.2699
N 2.2399 0.6154 0.7827
C 2.2826 0.9416 2.1013
C 2.2968 2.4240 2.3630
O 2.0167 0.1913 3.0649
C -2.2997 1.2169 0.4325
C -2.3729 1.2972 1.9792
O -1.5663 2.3033 -0.1451
H -3.7395 -3.8068 0.2409
H -3.5682 -3.4931 1.8393
H -2.3886 -4.4901 0.9466
H -1.2779 -2.6059 0.6011
H -1.7250 -0.0429 -1.1629
H -0.0223 0.4616 0.9725
H 2.4849 -1.4471 1.0253
H 2.8086 -2.0903 -1.3879
H 3.8962 -0.7264 -1.0220
H 1.3106 -1.4451 -3.5950
H 0.5650 0.8143 -4.8168
H 1.8413 2.7716 -3.4905
H 2.2906 1.4388 0.1183
H 3.1370 2.9404 2.0059
H 1.4173 3.0108 2.0664
H 2.2812 2.4570 3.5126
H -3.3150 1.2676 0.1206
H -1.4179 1.4486 2.4628
H -2.8782 0.2811 2.2275
H -2.9586 2.1953 2.2113
H -2.0926 3.0107 -0.4848
*
```

(Q)
This record from OMol25 describes C13H21N5O4 in the gas phase. The level of theory is ωB97M-V/def2-TZVPD.

Output
SMILES string ... CN(CCO)C[C@H](O)Cn1cnc2c1c(=O)n(C)c(=O)n2C
Kohn-Sham gap ... 0.33107 Eh
HOMO ... -8.371 eV
Lowest unoccupied orbital energy ... 0.0234 Eh

```
! wB97M-V def2-TZVPD RIJCOSX def2/J DEFGRID3
* xyz 0 1
C 1.8289 0.8264 2.1357
N 1.3531 0.8804 0.7668
C 0.4025 1.9677 0.5884
C -0.9127 1.7115 1.3323
O -1.9472 2.3214 0.5942
C 2.4481 0.9695 -0.1866
C 3.1463 -0.3798 -0.4237
O 4.3481 -0.2187 -1.1410
C 2.2849 -1.3308 -1.2732
N 1.0787 -1.7144 -0.6014
C 0.9411 -2.5765 0.4212
N -0.2879 -2.6508 0.8870
C -0.9879 -1.7771 0.1304
C -0.1667 -1.1748 -0.8101
C -0.6493 -0.1966 -1.7363
O -0.0103 0.3591 -2.6120
N -2.0021 0.0733 -1.5272
C -2.6012 1.1092 -2.3537
C -2.8313 -0.4639 -0.5567
O -3.9748 -0.0797 -0.4155
N -2.3062 -1.4590 0.2419
C -3.1277 -2.1041 1.2423
H 0.9860 0.6583 2.8016
H 2.5216 -0.0035 2.2563
H 2.3377 1.7560 2.4370
H 0.8238 2.9375 0.9003
H 0.1523 2.0372 -0.4715
H -1.0663 0.6275 1.4052
H -0.8817 2.1272 2.3495
H -2.8044 2.0269 0.9229
H 3.2085 1.7035 0.1439
H 2.0509 1.3095 -1.1452
H 3.3563 -0.8660 0.5436
H 4.8569 0.5021 -0.7534
H 2.8841 -2.2165 -1.5021
H 2.0178 -0.8265 -2.2040
H 1.7524 -3.1601 0.8084
H -2.6259 2.0491 -1.8005
H -1.9877 1.2203 -3.2446
H -3.6165 0.8176 -2.6132
H -3.2342 -3.1626 1.0049
H -2.6559 -2.0099 2.2200
H -4.1022 -1.6199 1.2379
*
```

Here is how they stack up, most stable first: (Q), (P).